A structure of composition C32H38EuN4O7 at a distorted geometry, computed with the ωB97M-V functional and the def2-TZVPD basis.

Properties
net charge: +3
E_HOMO (alpha / beta): -13.342 / -13.342 eV
multiplicity: 7

Last column: Löwdin charge in e.
Atoms and positions in Å:
Eu (0.188, 0.002, -0.257)  2.229
C (-0.933, 0.592, 2.949)  -0.130
C (-0.862, 2.056, 2.556)  -0.125
O (-0.689, 2.144, 1.130)  -0.259
C (-1.740, 2.820, 0.418)  -0.144
C (-2.875, 1.869, 0.120)  -0.138
O (-2.306, 0.756, -0.589)  -0.259
C (-3.303, -0.160, -1.072)  -0.133
C (-2.555, -1.221, -1.845)  -0.125
O (-1.503, -1.713, -0.997)  -0.297
C (-1.628, -3.069, -0.542)  -0.122
C (-0.780, -3.194, 0.713)  -0.123
O (0.409, -2.422, 0.499)  -0.286
C (1.507, -2.798, 1.339)  -0.132
C (2.693, -1.937, 0.937)  -0.113
O (2.347, -0.542, 0.850)  -0.271
C (2.538, 0.227, 2.047)  -0.123
C (1.413, 0.003, 3.053)  -0.125
O (0.164, -0.110, 2.338)  -0.263
H (-1.841, 0.128, 2.563)  0.133
H (-0.915, 0.477, 4.033)  0.154
H (0.002, 2.537, 3.017)  0.142
H (-1.759, 2.583, 2.883)  0.151
H (-1.303, 3.164, -0.520)  0.127
H (-2.098, 3.683, 0.979)  0.153
H (-3.628, 2.364, -0.495)  0.154
H (-3.349, 1.511, 1.039)  0.142
H (-4.015, 0.354, -1.721)  0.154
H (-3.840, -0.592, -0.223)  0.149
H (-2.082, -0.775, -2.723)  0.142
H (-3.221, -2.018, -2.169)  0.153
H (-1.276, -3.742, -1.326)  0.141
H (-2.666, -3.307, -0.308)  0.152
H (-1.309, -2.808, 1.590)  0.143
H (-0.527, -4.241, 0.881)  0.152
H (1.764, -3.847, 1.176)  0.155
H (1.229, -2.669, 2.387)  0.132
H (3.021, -2.219, -0.063)  0.136
H (3.515, -2.082, 1.639)  0.153
H (2.552, 1.268, 1.717)  0.136
H (3.500, -0.007, 2.504)  0.152
H (1.395, 0.848, 3.741)  0.143
H (1.560, -0.907, 3.636)  0.139
C (8.926, 1.968, -11.155)  -0.041
O (8.469, 2.916, -10.195)  -0.040
C (7.610, 2.537, -9.259)  -0.268
C (7.045, 1.258, -9.169)  0.006
C (6.165, 0.968, -8.150)  -0.018
C (5.815, 1.930, -7.195)  -0.167
C (6.375, 3.214, -7.306)  -0.005
C (7.251, 3.513, -8.314)  0.030
C (4.912, 1.642, -6.112)  -0.214
N (4.460, 2.515, -5.221)  0.201
C (3.653, 1.821, -4.396)  -0.171
C (3.587, 0.479, -4.765)  -0.125
N (4.400, 0.387, -5.858)  0.197
C (2.816, -0.472, -4.067)  -0.051
C (2.745, -1.837, -4.409)  0.053
C (1.985, -2.683, -3.646)  -0.006
C (1.296, -2.162, -2.551)  -0.121
N (1.315, -0.880, -2.206)  -0.036
C (2.070, -0.015, -2.945)  -0.139
C (2.121, 1.367, -2.551)  -0.143
N (1.409, 1.759, -1.446)  -0.041
C (1.485, 3.041, -1.082)  -0.123
C (2.219, 4.005, -1.761)  -0.003
C (2.945, 3.628, -2.865)  0.069
C (2.914, 2.287, -3.273)  -0.050
H (9.677, 2.482, -11.744)  0.102
H (8.113, 1.645, -11.809)  0.103
H (9.376, 1.101, -10.669)  0.101
H (7.287, 0.501, -9.902)  0.113
H (5.735, -0.027, -8.130)  0.108
H (6.100, 3.965, -6.578)  0.117
H (7.688, 4.497, -8.409)  0.133
H (4.605, -0.441, -6.391)  0.155
H (3.293, -2.207, -5.266)  0.135
H (1.916, -3.737, -3.872)  0.128
H (0.717, -2.826, -1.926)  0.094
H (0.936, 3.322, -0.191)  0.099
H (2.215, 5.025, -1.406)  0.129
H (3.545, 4.331, -3.429)  0.142